Computed, not measured: a 2-piece molecular cluster, C2H2O3 overall at a distorted geometry, with the ωB97M-V functional and the def2-TZVPD basis.

ORCA input file:
```
! RIJCOSX wB97M-V def2-TZVPD def2/J DEFGRID3
* xyz 0 1
O -1.2251 0.5705 0.1989
O -1.3678 -0.8226 0.1054
O 1.0368 1.4139 0.0755
C 0.0268 -0.9563 0.0219
C 0.1821 0.3862 0.0012
H 0.9003 -2.6751 -0.4486
H 0.4469 2.0834 0.0457
*
```

Results
ΔE to the lowest compared entry with this formula, charge and spin (kJ/mol): 895.49
Orbital gap (alpha / beta) (eV): 7.53 / 7.53
E (eV): -8239.3159
LUMO energy (alpha / beta) (eV): -1.4 / -1.4

How positive or negative is each atom? The Mulliken charges in e answer that: -0.173 -0.120 -0.426 -0.377 0.503 0.283 0.310